67
Properties=species:S:1:pos:R:3:forces:R:3 method="wB97M-V/def2-TZVPD" spin_multiplicity=2 relative_energy_ev=0.382 s_squared=1.134 total_charge=+2 gap_ev="5.4 / 6.2" homo_energy_ev="-12.843 / -12.866"
Re -0.407783 0.198045 -0.341697 0.4 0.2 0.4
C 1.236346 2.170011 2.241384 0.1 -0.1 0.1
C -0.032263 2.270062 1.766687 -0.1 -0.1 -0.1
C -0.620153 0.916656 1.632546 -0.3 0.2 0.2
C 0.442229 0.014990 2.119121 -0.2 -0.1 -0.3
C 1.525593 0.788712 2.476258 0.1 0.2 0.0
H 1.917592 2.989931 2.415053 0.0 0.0 0.0
H -0.539315 3.179450 1.475433 0.0 0.0 0.0
H -1.608023 0.791199 2.071431 0.0 0.0 0.0
H 0.351091 -1.043814 2.308429 0.0 0.1 0.1
H 2.444064 0.410933 2.905060 0.0 0.0 0.0
N -3.932814 0.125860 -2.699651 0.0 0.0 0.0
C -4.631683 0.522058 -1.568718 0.0 0.0 0.0
C -5.983070 0.780977 -1.374002 0.0 0.0 0.0
C -6.356049 1.177602 -0.108549 0.0 0.0 0.0
C -5.410478 1.316962 0.919592 0.0 0.0 0.0
C -4.071813 1.058565 0.716474 0.0 0.0 0.0
C -3.677506 0.642699 -0.555559 0.0 0.1 0.0
N -2.427172 0.296419 -1.089541 0.0 0.1 0.1
C -2.640739 0.008028 -2.362558 -0.1 -0.1 0.0
C -1.528550 -0.366172 -3.208325 0.1 -0.1 0.0
C -1.466657 -0.633651 -4.536562 0.0 0.0 0.0
S 0.141195 -0.997347 -4.972132 0.0 0.0 0.0
C 0.645427 -0.774795 -3.373146 -0.1 0.0 0.0
N -0.320562 -0.449868 -2.544753 -0.1 0.1 0.1
H -4.326091 -0.052754 -3.609273 0.0 0.0 0.0
H -6.704620 0.679860 -2.173684 0.0 0.0 0.0
H -7.395506 1.393338 0.096937 0.0 0.0 0.0
H -5.741779 1.644865 1.895426 0.0 0.0 0.0
H -3.367357 1.200051 1.520270 0.0 0.0 0.0
H -2.260763 -0.629742 -5.266904 0.0 0.0 0.0
H 1.679598 -0.897138 -3.086465 0.0 0.0 0.0
Cl -0.409005 -5.389954 -1.358531 0.0 0.0 0.0
C -0.996989 -4.136817 -0.346346 0.0 0.0 0.0
C -1.915852 -4.392974 0.659134 0.0 0.0 0.0
C -2.336562 -3.329273 1.438599 0.0 0.0 0.0
C -1.844332 -2.065520 1.188422 -0.1 0.1 0.0
N -0.953830 -1.821493 0.212765 0.1 0.0 -0.3
C -0.531130 -2.850830 -0.541198 0.1 0.0 0.1
H -2.283184 -5.396850 0.825076 0.0 0.0 0.0
H -3.046445 -3.473265 2.240593 0.0 0.0 0.0
H -2.168513 -1.222128 1.781273 0.0 0.0 0.0
H 0.230331 -2.652496 -1.278460 0.0 0.0 0.0
N 6.219806 0.053725 3.998167 0.0 0.0 0.0
C 5.456020 -0.072737 2.889708 0.0 0.0 0.0
C 4.689914 -1.234895 2.672850 0.0 0.0 0.0
C 3.909993 -1.357833 1.547209 0.0 0.0 0.0
C 3.877288 -0.324911 0.611482 0.0 0.0 0.0
C 4.635006 0.832908 0.804222 0.0 0.0 0.0
C 5.405561 0.963492 1.932400 0.0 0.0 0.0
S 2.908035 -0.480289 -0.802341 0.0 0.0 0.0
O 2.307657 -1.787961 -0.835647 0.1 0.0 0.0
O 3.604763 0.019731 -1.956783 -0.1 0.0 0.0
N 1.613382 0.554747 -0.575874 0.0 -0.3 -0.3
C 1.439350 1.703780 -1.277588 -0.2 0.2 -0.1
S 2.391858 2.709788 -2.270247 0.0 0.0 -0.1
C 0.983414 3.686437 -2.570649 0.0 0.0 0.0
C -0.107015 3.191847 -1.956456 -0.1 -0.1 0.1
N 0.159188 2.060389 -1.211153 0.1 -0.1 0.1
H 6.336998 -0.716126 4.631869 0.0 0.0 0.0
H 6.836295 0.838002 4.111018 0.0 0.0 0.0
H 4.733481 -2.044290 3.391110 0.0 0.0 0.0
H 3.333215 -2.257443 1.375032 0.0 0.0 0.0
H 4.632711 1.621699 0.060328 0.0 0.0 0.0
H 6.002257 1.854695 2.079916 0.0 0.0 0.0
H 1.055137 4.573737 -3.178655 0.0 0.0 0.0
H -1.101196 3.611117 -1.979825 0.0 0.0 0.0



77
Properties=species:S:1:pos:R:3:forces:R:3 method="wB97M-V/def2-TZVPD" smiles="O=NOC[C@@]1(S(=O)(=O)C(F)(F)F)COC(=O)O1.O=[N+]([O-])c1ccccc1.O=[N+]([O-])c1ccccc1.O=[N+]([O-])c1ccccc1.O=[N+]([O-])c1ccccc1" gap_ev=9.0 homo_energy_ev=-9.836
O -0.037503 5.220655 5.033299 0.1 0.3 0.1
N -0.257549 5.128976 3.905771 0.0 -0.4 -0.1
O 0.941627 4.748535 3.199432 0.0 -0.2 0.1
C 0.571670 4.180977 1.948697 0.0 0.2 0.2
C 1.771875 3.364591 1.426180 1.0 0.2 -0.1
S 1.258526 1.573959 1.378991 -1.4 0.1 0.8
O -0.136425 1.528329 1.057253 0.1 0.0 -0.5
O 1.685322 0.975069 2.603994 0.6 -0.1 -0.3
C 2.103617 0.746865 -0.074217 0.0 0.1 0.3
F 2.027409 -0.554329 0.118153 -0.1 -0.3 0.1
F 1.487745 1.066880 -1.195618 -0.1 0.1 -0.3
F 3.377502 1.107815 -0.156986 0.3 0.1 0.0
C 2.389791 3.898547 0.113887 -0.8 0.3 -0.2
O 3.782501 3.881776 0.328829 0.1 -0.4 0.0
C 4.047629 3.516391 1.603396 0.2 0.1 0.1
O 5.118573 3.323197 2.063880 -0.2 0.1 -0.1
O 2.874878 3.412799 2.304432 -0.1 -0.2 0.0
H 0.339301 4.974850 1.235606 0.0 -0.1 -0.1
H -0.304579 3.547722 2.076394 0.0 0.0 -0.1
H 2.088962 3.335071 -0.768564 0.3 -0.2 0.0
H 2.068508 4.925476 -0.070945 0.0 0.0 0.2
O 7.725309 -2.202679 0.820420 0.0 0.0 0.0
N 7.613268 -2.385869 2.016339 0.0 0.0 0.0
O 8.350440 -3.086977 2.679566 0.0 0.0 0.0
C 6.500048 -1.712259 2.710439 0.0 0.0 0.0
C 5.628188 -0.933931 1.971497 -0.1 0.0 0.0
C 4.574872 -0.319687 2.627923 0.0 0.0 0.0
C 4.408207 -0.483302 3.995649 0.0 0.0 0.0
C 5.302395 -1.263255 4.717382 0.0 0.0 0.0
C 6.360245 -1.887744 4.074755 0.0 0.0 0.1
H 5.773453 -0.814629 0.908107 0.1 0.0 0.0
H 3.874942 0.289526 2.076619 0.1 -0.1 0.1
H 3.578370 0.001047 4.493101 0.0 0.0 0.0
H 5.176161 -1.388557 5.784218 0.0 0.0 0.0
H 7.063859 -2.499808 4.618613 0.0 0.0 -0.1
O -5.611138 -2.788866 3.291449 0.0 0.0 0.0
N -5.172151 -2.367911 2.240482 0.0 0.0 0.0
O -5.857675 -1.969926 1.317977 0.0 0.0 0.0
C -3.707422 -2.336140 2.070707 0.0 0.0 0.0
C -2.904648 -2.804684 3.097713 0.1 0.0 0.1
C -1.529303 -2.775214 2.927387 -0.1 0.0 -0.1
C -0.993304 -2.284869 1.742818 0.1 0.0 0.0
C -1.817959 -1.820071 0.729454 0.1 0.0 0.2
C -3.192375 -1.842230 0.888360 0.0 0.1 -0.1
H -3.349178 -3.177412 4.008203 -0.1 0.0 0.0
H -0.880789 -3.129238 3.716927 0.0 0.0 0.0
H 0.080062 -2.259596 1.600409 0.0 0.0 0.1
H -1.387288 -1.431246 -0.180475 0.0 0.0 0.0
H -3.844365 -1.484564 0.106962 0.0 0.0 0.0
O -3.130873 1.610119 -0.497194 0.0 0.0 0.0
N -3.323674 2.062989 -1.605389 0.0 0.0 0.0
O -2.589197 2.856799 -2.164239 0.0 0.0 0.0
C -4.538351 1.632110 -2.318171 -0.1 0.0 0.0
C -5.398382 0.752877 -1.686987 0.0 -0.1 0.0
C -6.547393 0.358165 -2.352920 0.0 0.0 0.0
C -6.814401 0.841773 -3.627217 0.0 0.0 0.0
C -5.931574 1.719850 -4.242891 0.0 0.0 0.0
C -4.779469 2.123473 -3.586630 0.0 0.0 -0.1
H -5.175139 0.384218 -0.696764 0.0 0.0 0.0
H -7.232490 -0.327412 -1.873053 0.0 0.0 0.0
H -7.714785 0.533661 -4.142418 0.0 0.0 0.0
H -6.140340 2.093263 -5.236340 0.0 0.0 0.0
H -4.080796 2.804837 -4.048050 0.0 0.0 0.1
O -2.325402 -0.270687 -3.080565 0.1 0.0 -0.1
N -2.027898 -1.442360 -2.959655 -0.1 0.0 0.1
O -2.516855 -2.187137 -2.133313 0.0 -0.1 -0.2
C -0.999580 -1.989307 -3.859123 0.0 0.0 0.0
C -0.404008 -1.144582 -4.777864 0.0 0.1 -0.1
C 0.577180 -1.661801 -5.608325 0.0 0.0 0.0
C 0.940982 -2.998766 -5.509659 0.0 0.0 0.0
C 0.323264 -3.827963 -4.582458 0.0 0.0 0.0
C -0.658400 -3.324376 -3.743956 0.0 -0.1 0.0
H -0.701712 -0.108307 -4.837620 0.0 0.0 0.0
H 1.059296 -1.018962 -6.332018 0.0 0.0 0.0
H 1.710594 -3.396183 -6.158032 0.0 0.0 0.0
H 0.607022 -4.868809 -4.509251 0.0 0.0 0.0
H -1.149223 -3.951534 -3.014760 0.0 0.0 0.0



74
Properties=species:S:1:pos:R:3:forces:R:3 method="wB97M-V/def2-TZVPD" spin_multiplicity=2 relative_energy_ev=1.120 s_squared=0.751 gap_ev="7.2 / 5.0" homo_energy_ev="-7.945 / -7.945"
Yb -2.366487 -2.167687 -1.892655 1.2 1.7 1.6
C 5.434197 -5.311588 -0.627172 0.3 0.7 0.7
C 4.123828 -4.697536 -1.000693 0.3 0.8 0.3
C 3.924396 -3.361439 -0.593485 0.3 -1.3 -0.5
C 2.680689 -2.832986 -0.580149 -1.0 1.2 0.4
C 1.620569 -3.619564 -0.981047 -0.7 0.0 -0.1
C 1.782175 -4.913890 -1.485656 0.8 1.1 0.2
C 3.083875 -5.432721 -1.547373 -0.4 -0.2 0.1
S 0.075204 -2.755442 -0.774963 4.0 0.7 5.4
O -0.951827 -3.738671 -1.133094 -3.4 -1.0 -1.3
O 0.057937 -1.665684 -1.743174 -1.7 0.7 -2.2
N 0.091039 -2.232340 0.676112 0.5 -1.4 -2.7
C -0.987167 -1.863853 1.541138 -0.2 -0.2 -0.3
C -2.038926 -0.847903 1.117438 -2.3 2.0 3.4
O -2.642875 -0.266747 2.086536 1.7 -1.6 -2.9
O -2.354170 -0.606987 -0.114921 0.2 -2.3 -1.9
H 6.160764 -4.530772 -0.294284 -0.5 -0.7 -0.4
H 5.863664 -5.929973 -1.379120 0.4 -0.4 -0.8
H 5.241815 -5.962317 0.227063 0.1 0.0 0.1
H 4.762927 -2.791800 -0.283375 0.6 0.4 0.4
H 2.421850 -1.834640 -0.171813 0.6 -0.7 -0.4
H 0.934940 -5.467789 -1.795921 -0.6 -0.5 -0.3
H 3.286969 -6.433356 -1.960596 -0.3 0.5 0.4
H -0.498920 -1.435966 2.400528 -0.1 0.1 0.5
H -1.544925 -2.740325 1.891432 -0.1 -0.1 0.1
F -4.611172 -1.175701 -1.190366 -0.6 -1.2 -1.3
C -5.670267 -1.705072 -1.944813 -0.9 0.2 1.1
F -6.507711 -2.241925 -1.043733 0.8 0.0 -1.2
F -6.260748 -0.681519 -2.536220 0.5 -0.9 0.0
S -4.870999 -3.048985 -3.178993 -1.9 1.0 -1.9
O -4.105552 -3.805087 -2.194336 0.9 0.5 0.2
O -5.738609 -3.772888 -4.083009 1.0 1.5 1.9
N -3.786776 -2.100205 -3.914207 -0.1 -0.5 2.2
S -3.854163 -0.803554 -4.882127 -0.6 0.8 -3.1
O -3.161779 -1.215849 -6.082547 -0.5 0.9 1.4
O -5.059318 -0.011370 -4.987357 1.0 -1.4 0.7
C -2.727671 0.279344 -3.889226 1.6 1.8 0.3
F -3.179232 0.471126 -2.629793 0.2 -0.6 -0.8
F -1.548001 -0.462806 -3.778779 -0.9 0.7 0.3
F -2.432546 1.518159 -4.374473 -0.6 -2.5 0.2
C -1.716669 5.396437 -1.049110 -0.4 0.6 -0.7
C -0.312980 5.306461 -0.931355 -1.2 1.0 0.3
C 0.225525 4.269945 -0.207583 -0.4 0.0 -0.1
C -0.632324 3.305313 0.319237 -0.1 -2.0 -0.4
C -1.994622 3.264175 0.002905 0.0 0.9 0.2
C -2.567168 4.384775 -0.622396 -0.1 -0.5 0.3
Sb 0.055764 1.398085 1.141593 0.9 1.1 -1.1
C 0.012976 1.938053 3.155669 -0.1 0.4 0.7
C 0.907631 1.365194 4.065851 -0.4 0.5 1.0
C 0.739862 1.635425 5.431731 0.0 -0.3 0.5
C -0.331426 2.428170 5.889861 0.9 -0.5 0.2
C -1.115281 3.084830 4.959423 -0.7 1.2 0.1
C -0.938555 2.861854 3.610181 0.5 -0.8 -0.2
C 2.105479 2.056294 0.978380 -0.5 -0.4 0.2
C 2.549884 3.107354 1.787606 0.3 -0.2 0.0
C 3.909991 3.326897 1.931615 0.0 0.6 0.3
C 4.803075 2.557673 1.211410 1.3 -0.3 -0.4
C 4.370682 1.627260 0.256962 -0.2 0.5 0.2
C 2.988317 1.339110 0.185497 1.1 -0.3 -0.5
H -2.225351 6.240502 -1.548503 0.7 -0.3 0.3
H 0.326736 6.129051 -1.259979 -0.3 -0.3 -0.2
H 1.297882 4.234433 -0.121911 0.1 -0.2 0.3
H -2.594530 2.385685 0.272482 0.1 0.4 0.0
H -3.668592 4.460322 -0.734810 0.9 0.0 -0.1
H 1.768874 0.763964 3.795306 -0.2 -0.1 -0.4
H 1.454438 1.207502 6.180651 -0.8 0.3 -0.8
H -0.477489 2.508768 6.971355 0.0 0.3 -0.4
H -1.841714 3.887643 5.203337 0.4 -0.9 0.3
H -1.548355 3.402863 2.903434 -0.1 0.0 -0.1
H 1.838480 3.729386 2.323711 0.1 -0.2 0.0
H 4.306167 4.128754 2.574981 -0.4 -0.5 -0.2
H 5.891124 2.695664 1.410432 -0.9 0.0 -0.5
H 5.116434 1.235722 -0.451567 -0.5 -0.3 0.5
H 2.648712 0.534709 -0.507157 0.1 0.7 0.6



67
Properties=species:S:1:pos:R:3:forces:R:3 method="wB97M-V/def2-TZVPD" spin_multiplicity=2 relative_energy_ev=1.318 s_squared=0.821 total_charge=-2 gap_ev="4.3 / 6.1" homo_energy_ev="0.177 / -1.543"
Hg -0.491260 -0.260274 0.032749 0.4 0.5 0.0
C 0.391931 -0.962185 4.788736 0.1 0.0 -0.4
C -0.057030 -1.064689 3.350348 1.1 0.8 0.4
N 0.717979 -0.667964 2.374596 -0.8 0.3 -0.3
N 1.977845 -0.468279 2.599428 0.7 -1.4 0.8
C 2.839655 0.364011 2.093970 0.2 0.7 0.2
N 4.123077 -0.133779 1.903107 0.2 -0.4 0.0
S 2.649999 2.022769 1.898157 -0.2 0.7 -0.2
C -1.292963 -1.706221 3.005473 -0.9 -0.5 -0.3
C -2.226303 -2.137642 3.968814 0.3 0.2 0.0
C -3.302974 -2.898645 3.569454 -0.2 -0.2 -0.2
C -3.453813 -3.217791 2.226120 -0.1 0.0 0.2
C -2.535543 -2.688967 1.327439 -0.2 -0.2 -0.1
N -1.501953 -1.965926 1.700580 0.1 0.0 0.6
H 1.235879 -0.276394 4.824050 0.0 0.0 0.1
H 0.719609 -1.929719 5.172845 0.0 -0.1 0.1
H -0.396591 -0.581493 5.435951 -0.1 0.0 0.0
H 4.298394 -1.063652 2.257473 -0.1 0.1 0.0
H 4.857355 0.542798 2.057224 -0.2 -0.1 -0.1
H -2.109142 -1.871742 5.009615 0.1 0.0 0.0
H -4.030191 -3.243870 4.297881 0.0 0.0 0.0
H -4.270732 -3.829118 1.874328 -0.1 0.0 0.0
H -2.646441 -2.851989 0.263186 0.0 0.0 -0.1
N 3.173653 0.660110 -3.037585 0.1 -0.1 -0.1
C 2.326848 0.089697 -2.119454 0.0 0.1 -0.1
N 1.514782 0.756567 -1.406695 0.1 -0.5 0.0
C 1.455599 2.133661 -1.480826 -0.5 0.0 0.5
N 0.616385 2.804188 -0.723979 0.2 0.4 -0.2
N -0.233532 2.120925 0.026578 0.1 -0.8 -0.3
C -0.852566 2.783252 0.979041 -0.1 0.6 0.2
C -1.864410 2.205369 1.777693 0.0 0.1 0.0
C -2.434221 2.921353 2.860690 0.0 0.1 0.1
C -3.480455 2.391563 3.567438 0.1 0.1 -0.1
C -3.982817 1.142937 3.189497 -0.1 -0.1 0.0
C -3.340692 0.479344 2.154766 -0.3 0.0 0.1
N -2.313380 0.958959 1.485264 0.4 0.0 -0.2
C 2.376732 2.820909 -2.358049 0.2 0.4 -0.1
C 2.491463 4.213390 -2.453767 0.1 -0.2 -0.1
C 3.404138 4.795111 -3.322384 0.0 0.3 0.0
C 4.221886 4.014382 -4.117257 0.1 -0.3 -0.1
C 4.147350 2.625674 -4.014248 0.1 0.3 -0.1
C 3.242810 2.037701 -3.149813 0.0 0.3 0.0
H 3.800678 0.100797 -3.593809 -0.2 0.0 0.2
H 2.371119 -0.984095 -2.021579 -0.1 -0.2 0.0
H -0.569646 3.819210 1.169180 0.0 -0.1 0.0
H -2.019600 3.883507 3.120046 0.1 0.2 0.0
H -3.919294 2.927638 4.402895 0.0 0.1 0.0
H -4.830517 0.698066 3.693488 0.0 -0.1 0.0
H -3.691686 -0.495596 1.844303 0.0 -0.1 0.0
H 1.861364 4.828458 -1.831689 -0.1 0.0 0.1
H 3.488989 5.874888 -3.380125 -0.1 0.0 0.0
H 4.925538 4.464781 -4.808597 0.0 0.0 0.1
H 4.802987 1.998670 -4.603783 0.0 -0.1 -0.1
O -3.564720 -2.261226 -1.946959 -0.3 -0.2 0.0
C -2.479652 -1.671157 -2.009553 0.3 -0.1 -0.3
O -2.192222 -0.572130 -1.464770 -0.4 0.2 -0.1
C -1.410057 -2.317398 -2.898364 -0.1 0.1 0.1
C -1.786337 -2.628217 -4.196096 -0.1 0.0 -0.1
C -0.934047 -3.270395 -5.077228 -0.1 0.0 -0.2
C 0.341201 -3.599962 -4.651499 0.1 -0.2 -0.2
C 0.742011 -3.286804 -3.370782 0.0 0.0 -0.1
C -0.115357 -2.645424 -2.471654 0.1 0.2 0.3
S 0.504757 -2.391705 -0.855272 0.2 -0.4 0.3
H -2.785915 -2.359805 -4.510100 -0.1 -0.1 0.0
H -1.265763 -3.521846 -6.077408 0.0 0.0 -0.1
H 1.023559 -4.112671 -5.318600 0.1 0.0 -0.1
H 1.736251 -3.541913 -3.030478 0.1 0.0 0.0



no.,M (Da),F_max (eV/A)
1,820.42,0.57
2,771.59,1.62
3,1033.51,6.74
4,795.30,1.78